(1)
55
Properties=species:S:1:pos:R:3:mulliken_charge:R:1 method="wB97M-V/def2-TZVPD" total_energy_ha=-4402.69101 orbital_gap_ev=7.801 spin_multiplicity=1 relative_energy_kj_mol=166.4 e_homo_ha=-0.316
I 0.8180 3.2131 -0.5370 0.049
Sn 0.2423 0.2227 -0.8265 0.653
Cl 0.0155 0.0926 4.8772 -0.110
Cl -1.3189 1.4146 2.6876 -0.096
Cl 1.5758 1.3942 2.8231 -0.103
S -0.5800 -2.9955 -2.8300 -0.087
S 1.0912 -3.4738 -1.6301 -0.046
P 4.0228 0.2407 -1.1715 0.179
O 0.4975 -1.8833 2.8356 -0.573
O 3.3518 0.1565 0.3071 -0.028
O 5.5824 0.5670 -0.8246 -0.358
O 3.4887 1.7612 -1.4144 0.022
O -0.0537 -0.6710 1.0481 -0.092
N -5.1683 -3.8590 1.5143 -0.482
N -1.9957 -4.6444 3.8416 -0.505
C -4.4979 1.8180 -0.5721 -0.912
C -3.9264 4.1942 -0.3284 -0.915
C -2.7477 0.1981 -0.7858 0.160
C 6.5974 -0.3470 -1.2372 -0.792
C -1.6582 -4.0253 1.3536 0.762
C -1.3391 -3.3990 -1.2968 0.269
C 0.1885 -0.8457 2.3017 -0.321
C -0.2353 -3.6712 -0.4942 -0.018
C -2.1450 2.5101 -0.5722 0.470
C -4.1034 -3.8112 1.0854 -0.251
C 3.8990 2.3808 -2.6343 -0.817
C -2.6281 -3.4506 -0.8121 -0.772
C 0.0953 0.4604 3.1642 0.597
C -3.0088 5.1952 -0.2215 -0.593
C -1.8483 -4.3537 2.7402 -0.320
C -3.5245 2.8466 -0.4967 0.941
C -0.3631 -3.9830 0.8422 -0.496
C -2.7750 -3.7668 0.5373 0.957
C 3.4245 -1.1194 0.9550 -0.543
C -1.6326 4.8917 -0.2783 -0.676
C -1.2370 3.5982 -0.4512 0.909
C -4.1207 0.5177 -0.7101 -0.865
C -1.7561 1.1446 -0.7227 -0.366
H -5.5446 2.0897 -0.5046 0.362
H 6.2100 -1.0783 -1.9516 0.388
H 2.8818 -1.0367 1.8907 0.117
H -2.4805 -0.8525 -0.8714 -0.140
H 3.7707 1.7053 -3.4843 0.333
H -0.9017 5.6833 -0.1821 0.396
H 3.2684 3.2550 -2.7789 0.247
H 0.4808 -4.1582 1.4926 0.462
H -3.3222 6.2217 -0.0861 0.389
H -4.9866 4.4122 -0.2781 0.377
H 7.4004 0.2183 -1.7061 0.262
H 6.9907 -0.8720 -0.3670 0.253
H 2.9627 -1.8955 0.3382 0.171
H -4.8648 -0.2682 -0.7488 0.440
H 4.9425 2.6903 -2.5719 0.270
H -3.4960 -3.2454 -1.4240 0.524
H 4.4617 -1.3876 1.1670 0.316


(2)
49
Properties=species:S:1:pos:R:3:lowdin_spin:R:1 method="wB97M-V/def2-TZVPD" total_energy_ha=-3608.57651 charge=+1 orbital_gap_ev="5.555 / 6.314" spin_multiplicity=4 relative_energy_kj_mol=343.6 e_homo_ha="-0.400 / -0.403"
Mn -0.5219 0.1614 -1.3793 3.313
Cl 3.8514 -4.9134 -2.0058 0.001
S -1.6232 1.5011 -5.6784 -0.012
S 0.2786 1.2152 -3.3179 -0.087
O -0.7827 -1.4003 -2.3583 -0.074
O -0.2536 -0.9177 0.2453 -0.002
N -2.1252 0.9596 -1.9693 -0.012
N -0.9988 1.3964 0.3998 -0.009
N -2.4165 1.1488 -3.2548 -0.006
C -3.2187 2.0061 1.2621 0.032
C 1.8803 -0.4186 5.7652 0.000
C -1.3457 1.2535 -4.0025 -0.009
C 2.4440 -3.9215 -2.0504 0.000
C -2.6624 2.6578 2.4140 -0.002
C -0.4001 2.1094 1.6144 0.007
C 0.9876 -0.7984 -0.5249 -0.154
C 0.1022 -0.6011 4.1578 0.000
C -0.4413 0.1909 1.0188 0.007
C 1.3749 -4.2738 -2.8758 -0.018
C 0.7556 0.3139 3.3310 0.000
C 0.1926 -2.2907 -2.2318 -0.022
C 0.2579 -3.4706 -2.9769 -0.001
C -1.3374 2.7919 2.5330 0.026
C 2.3726 -2.7902 -1.2588 -0.010
C 0.6639 -0.9581 5.3721 0.000
C -2.9812 1.2171 -1.0189 0.055
C 1.2334 -2.0009 -1.3206 -0.010
C 0.1007 0.7453 2.1023 0.004
C -2.4511 1.4853 0.2743 -0.009
C 0.0526 1.6090 -6.3523 -0.003
C 1.9821 0.8477 3.7252 0.000
C 2.5447 0.4720 4.9334 0.000
H 2.3090 -0.6866 6.7213 0.000
H -4.0305 1.3742 -1.2476 0.003
H 2.5016 1.5482 3.0818 0.000
H 1.4363 -5.1866 -3.4526 -0.001
H 0.1470 -1.6563 6.0169 0.000
H -4.2908 2.0197 1.1125 0.001
H 3.1872 -2.5374 -0.5919 0.000
H 3.5046 0.8767 5.2253 0.000
H 0.5456 2.5094 -5.9952 -0.001
H -0.5617 -3.7251 -3.6356 0.001
H -0.8806 3.3637 3.3306 0.001
H 0.6202 0.7272 -6.0693 0.000
H -0.0610 1.6458 -7.4324 0.000
H -0.8476 -1.0200 3.8496 0.000
H 0.4253 2.7478 1.2939 0.000
H -3.3288 3.1170 3.1304 -0.001
H 1.8088 -0.4449 0.0906 -0.008


(3)
47
Properties=species:S:1:pos:R:3:lowdin_spin:R:1 method="wB97M-V/def2-TZVPD" total_energy_ha=-1368.63005 orbital_gap_ev="5.267 / 8.357" spin_multiplicity=2 relative_energy_kj_mol=0.0 e_homo_ha="-0.187 / -0.301"
Hg -0.9469 1.0905 0.6374 0.009
N 1.4002 0.6104 0.1995 0.002
N -1.0273 1.7893 -1.6781 0.114
N -0.8552 -1.1580 1.8379 0.001
N 3.1709 -0.2366 -0.8255 0.000
N -0.9641 3.4691 2.7914 0.001
N -1.8356 -0.5612 -0.6145 0.181
C -1.7613 0.9673 -2.4744 0.084
C 2.5225 0.8724 0.9698 0.000
C -1.3563 -3.4970 3.1829 0.004
C 1.8282 -0.0367 -0.8455 0.001
C -2.1889 -0.2682 -1.9181 0.162
C -2.9539 -1.2158 -2.6544 0.022
C -0.3416 -1.3567 3.0481 0.003
C -2.8198 -2.7355 -0.8153 0.085
C -0.5859 2.9583 -2.1426 0.003
C -2.0484 1.3793 -3.8085 0.055
C -0.5555 -2.5203 3.7614 0.001
C -1.8967 -3.2846 1.9296 0.000
C -1.0132 2.6003 2.0362 0.002
C -1.5798 2.5773 -4.2657 0.030
C -1.6161 -2.0874 1.2660 0.002
C -0.8181 3.4071 -3.4217 0.101
C 3.9012 1.6497 2.7286 0.000
C 3.6490 0.3314 0.3421 0.000
C 5.0251 1.0975 2.0934 0.000
C -2.1258 -1.7824 -0.1165 0.030
C 4.9242 0.4300 0.8893 0.000
C -3.2748 -2.4213 -2.1263 0.091
C 2.6389 1.5505 2.1821 0.000
H -3.0179 -3.7077 -0.3969 0.005
H -1.8006 2.8854 -5.2798 0.000
H 3.7020 -0.7069 -1.5365 0.000
H -1.5638 -4.4199 3.7083 0.000
H -2.6329 0.7549 -4.4662 0.003
H -3.2785 -0.9696 -3.6544 -0.001
H 5.7939 0.0138 0.3996 0.000
H 0.2566 -0.5473 3.4508 0.000
H -0.1178 -2.6506 4.7408 0.000
H -2.5288 -4.0373 1.4875 0.000
H 4.0336 2.1716 3.6663 0.000
H -3.8547 -3.1385 -2.6901 0.005
H 5.9957 1.2044 2.5583 0.000
H 1.1983 -0.3806 -1.6514 0.000
H 1.7741 1.9907 2.6622 0.000
H -0.4363 4.3623 -3.7494 0.007
H -0.0176 3.5565 -1.4377 -0.002